No. 1
The following is a quantum chemistry calculation of a cluster of 5 separate species, C25H27I3N4O4S in total, from the Open Molecules 2025 dataset.

Summary:
electronic energy: -2780.0331 a.u.
Kohn-Sham gap: 9.2 eV
LUMO energy: -0.110 eV
E_HOMO: -9.30 eV
spin multiplicity: 1

Positions of all 64 atoms, in Å:
1 C 4.10916 1.99317 -4.87592
2 C 3.43160 0.69376 -5.31950
3 I 4.71998 -0.45684 -6.59081
4 C 2.89734 -0.24697 -4.23909
5 I 4.20209 -0.50178 -2.54822
6 O 1.57740 0.09497 -3.82652
7 S 1.33221 1.49574 -3.02908
8 O 0.04502 1.28134 -2.40884
9 O 1.06741 2.49459 -4.29225
10 C -0.23873 2.53288 -4.85413
11 C -0.60328 1.27996 -5.63978
12 O 0.12647 0.69577 -6.35589
13 I -2.66609 0.71893 -5.42679
14 H 3.70077 2.83308 -5.43615
15 H 5.18358 1.97001 -5.03417
16 H 3.93606 2.18656 -3.81606
17 H 2.57533 0.91838 -5.95291
18 H 2.79797 -1.25211 -4.62851
19 H -0.98792 2.76328 -4.10224
20 H -0.21606 3.33769 -5.59234
21 N -2.93922 1.90337 0.60418
22 C -2.01505 1.05841 0.14288
23 C -1.55849 -0.03630 0.85942
24 C -2.07448 -0.27654 2.12249
25 C -3.03791 0.59358 2.61036
26 C -3.43713 1.65839 1.81598
27 H -1.61292 1.27834 -0.83682
28 H -0.80443 -0.68425 0.43180
29 H -1.73236 -1.11311 2.71802
30 H -3.47255 0.45166 3.59104
31 H -4.18629 2.35860 2.17087
32 N 0.73167 4.47205 3.85739
33 C 1.15885 5.61026 3.31560
34 C 0.77958 6.05065 2.05612
35 C -0.09112 5.26508 1.31724
36 C -0.54638 4.07711 1.86562
37 C -0.10489 3.72951 3.13506
38 H 1.83926 6.19940 3.92124
39 H 1.15879 6.98719 1.66967
40 H -0.41340 5.57392 0.33063
41 H -1.22641 3.42934 1.33055
42 H -0.44066 2.80546 3.59429
43 N -0.72384 -2.18441 4.53892
44 C 0.16459 -3.02872 4.02052
45 C 0.61581 -4.16496 4.67436
46 C 0.12985 -4.42768 5.94430
47 C -0.78853 -3.55111 6.50160
48 C -1.18654 -2.45078 5.75893
49 H 0.52023 -2.78550 3.02565
50 H 1.32582 -4.82324 4.19356
51 H 0.45841 -5.30250 6.49046
52 H -1.19547 -3.71782 7.48959
53 H -1.91236 -1.75051 6.15786
54 N -0.46403 -4.88296 0.75788
55 C 0.06218 -3.80391 0.18565
56 C -0.31315 -3.32516 -1.06112
57 C -1.30246 -4.00625 -1.75246
58 C -1.86493 -5.13026 -1.16905
59 C -1.41247 -5.52664 0.08120
60 H 0.83103 -3.29003 0.75417
61 H 0.15173 -2.44028 -1.47605
62 H -1.62816 -3.66654 -2.72724
63 H -2.64017 -5.69341 -1.67049
64 H -1.83142 -6.40213 0.56491

Atomic forces in eV per Å
C -0.128 0.040 0.022
C 0.062 0.054 -0.016
I 0.045 -0.004 -0.048
C -0.065 0.000 -0.163
I 0.106 -0.019 0.034
O 0.017 0.063 0.071
S -0.140 0.189 0.278
O 0.130 -0.070 -0.128
O 0.140 -0.156 -0.165
C -0.166 0.200 0.005
C -0.145 0.117 0.090
O 0.235 -0.192 -0.135
I -0.030 0.017 -0.007
H 0.041 -0.022 -0.033
H 0.031 -0.044 0.097
H 0.007 0.013 -0.022
H -0.007 -0.111 -0.007
H -0.090 -0.017 -0.002
H 0.016 -0.129 0.074
H -0.014 0.028 0.042
N -0.045 -0.080 -0.002
C -0.093 0.092 0.019
C 0.063 -0.038 -0.011
C -0.039 -0.020 -0.064
C -0.007 0.001 -0.009
C 0.023 0.018 -0.002
H -0.011 -0.026 -0.015
H -0.008 0.003 -0.012
H -0.001 0.061 0.042
H -0.003 0.007 -0.002
H 0.000 -0.010 0.010
N 0.003 0.003 0.004
C -0.004 -0.008 0.004
C -0.004 -0.007 0.000
C -0.012 0.003 -0.011
C 0.052 -0.001 0.023
C 0.006 -0.018 0.012
H -0.002 0.007 -0.008
H 0.005 0.001 0.004
H -0.001 0.000 0.001
H 0.003 0.063 -0.001
H -0.006 -0.002 -0.013
N 0.016 -0.029 0.067
C -0.089 0.016 -0.009
C 0.025 0.018 0.025
C -0.001 0.002 -0.001
C -0.001 -0.025 -0.001
C 0.022 -0.022 -0.025
H 0.020 -0.043 0.002
H -0.006 -0.001 -0.010
H -0.001 -0.001 0.001
H -0.001 0.004 0.001
H 0.010 0.001 0.011
N -0.016 0.016 0.015
C 0.084 0.079 -0.011
C -0.070 -0.033 -0.009
C 0.008 0.001 0.001
C 0.006 0.002 -0.009
C 0.003 0.007 0.004
H 0.020 -0.005 -0.025
H 0.018 0.001 0.018
H -0.006 0.005 0.003
H -0.004 -0.002 0.006
H -0.004 -0.001 -0.009

=====

No. 2
The following is a quantum chemistry calculation of a structure of composition C25H27KN7O6S, from the Open Molecules 2025 dataset.

Summary:
ΔE to the lowest compared entry with this formula, charge and spin: 0.6509 eV
electronic energy: -2801.8705 a.u.
Kohn-Sham gap: 7.3 eV
LUMO energy: 2.342 eV
E_HOMO: -4.96 eV
spin multiplicity: 1
net charge: -1

Positions of all 67 atoms, in Å:
1 K 0.47653 0.46216 0.01207
2 O 1.41808 4.59121 0.85783
3 C 1.70577 3.28365 0.90658
4 O 1.29908 2.54606 1.76345
5 C 2.68960 2.88065 -0.17337
6 O 3.04999 1.54260 0.02929
7 C 3.38829 0.79268 -1.13744
8 C 3.23338 -0.70258 -0.75962
9 O 4.24635 -1.29509 -0.33961
10 O 2.08318 -1.18686 -0.88342
11 H 0.67521 4.73169 1.46426
12 H 3.56180 3.54625 -0.09722
13 H 2.21363 3.03662 -1.14733
14 H 4.42227 1.00152 -1.43469
15 H 2.70142 1.04184 -1.95475
16 C -4.44849 0.32155 -0.93133
17 C -3.00271 -0.07814 -0.86311
18 N -2.01494 0.66599 -1.18743
19 N -2.32559 1.91118 -1.69882
20 C -1.36096 2.78381 -1.46800
21 O -0.31223 2.64154 -0.78967
22 C -1.62178 4.15149 -2.05895
23 C -0.60013 5.09520 -2.06077
24 C -0.80832 6.36408 -2.58157
25 C -2.04796 6.70900 -3.09939
26 C -3.07482 5.77465 -3.09611
27 C -2.86337 4.50598 -2.58172
28 C -2.66921 -1.43970 -0.35934
29 C -3.68189 -2.34184 -0.00789
30 C -3.34161 -3.59183 0.47734
31 C -2.00304 -3.92218 0.60059
32 C -1.06698 -2.96560 0.22942
33 N -1.37710 -1.76810 -0.23074
34 H -4.52584 1.32658 -1.33363
35 H -4.89252 0.29978 0.06606
36 H -5.02083 -0.36229 -1.56198
37 H 0.35366 4.81980 -1.63133
38 H -0.00054 7.08615 -2.57626
39 H -2.21533 7.70205 -3.49956
40 H -4.04784 6.03714 -3.49489
41 H -3.65195 3.76722 -2.57638
42 H -4.71864 -2.05833 -0.10634
43 H -4.11581 -4.29634 0.75726
44 H -1.68182 -4.88459 0.97493
45 H -0.00506 -3.17703 0.30820
46 S 4.13419 -3.73766 2.97033
47 C 3.34128 -4.40550 1.66976
48 N 3.23222 -3.69817 0.49604
49 C 2.52806 -4.12802 -0.56052
50 C 1.91876 -5.35290 -0.51242
51 C 2.10889 -6.07452 0.67993
52 N 2.77627 -5.64659 1.71677
53 H 3.65817 -2.75323 0.38929
54 H 2.47905 -3.42846 -1.38137
55 H 1.33077 -5.73089 -1.33272
56 H 1.68162 -7.06993 0.77777
57 C 1.61371 -0.53268 3.07316
58 N 0.34629 -1.22193 3.30915
59 C 0.37129 -2.67563 3.33239
60 C -0.76618 -0.60553 2.94386
61 N -1.73859 -0.06670 2.62419
62 H 2.27536 -0.68194 3.92701
63 H 1.42387 0.53074 2.93928
64 H 2.11654 -0.92923 2.18562
65 H 0.91960 -3.02124 4.20963
66 H 0.87803 -3.07207 2.44867
67 H -0.65009 -3.04756 3.36959

Atomic forces in eV per Å
K -0.652 -0.350 0.450
O -0.077 0.024 -0.126
C 0.373 -0.132 0.137
O -0.196 0.097 -0.014
C 0.169 0.055 -0.056
O -0.202 -0.148 0.086
C 0.266 0.006 0.017
C 0.057 0.148 -0.141
O 0.151 -0.064 0.072
O 0.212 -0.225 -0.147
H 0.042 0.010 0.001
H -0.063 -0.013 -0.067
H -0.069 0.032 0.066
H -0.083 0.006 -0.001
H 0.021 -0.003 0.008
C 0.018 0.051 -0.027
C 0.118 -0.259 -0.020
N -0.260 0.451 -0.117
N 0.132 -0.290 0.200
C -0.216 0.329 -0.055
O 0.103 0.285 -0.261
C -0.047 -0.021 -0.037
C -0.010 -0.036 0.047
C 0.026 0.020 0.001
C 0.013 0.066 -0.020
C -0.057 0.013 -0.025
C 0.032 -0.049 -0.029
C -0.149 -0.035 0.101
C 0.164 0.151 -0.059
C 0.018 -0.017 0.006
C 0.008 -0.010 -0.004
C 0.063 -0.180 0.016
N -0.075 0.209 -0.075
H 0.018 -0.004 0.003
H -0.016 0.011 0.037
H -0.004 -0.011 -0.036
H -0.002 -0.007 0.007
H -0.004 0.013 -0.007
H 0.003 -0.006 -0.002
H 0.008 0.009 0.000
H -0.010 -0.013 0.006
H -0.024 -0.008 0.005
H 0.014 -0.002 0.002
H 0.003 -0.023 0.012
H 0.010 -0.017 -0.023
S 0.047 0.085 0.127
C 0.201 0.162 0.113
N -0.348 -0.146 -0.224
C 0.045 -0.205 0.204
C 0.086 0.144 0.014
C -0.096 -0.055 -0.192
N -0.073 -0.107 0.061
H 0.255 0.154 0.029
H -0.049 0.028 -0.056
H 0.001 -0.020 -0.021
H -0.029 -0.003 -0.016
C 0.084 0.025 0.057
N 0.122 0.100 0.015
C 0.040 -0.107 0.129
C -0.078 -0.107 -0.150
N -0.134 0.105 0.046
H 0.005 -0.020 -0.035
H 0.073 -0.042 0.031
H 0.013 -0.022 -0.020
H 0.016 0.011 -0.020
H -0.029 -0.002 -0.008
H 0.020 -0.042 -0.013

=====

No. 3
The following is a quantum chemistry calculation of a cluster of 2 separate species, C25H27N2O in total, from the Open Molecules 2025 dataset.

Summary:
ΔE to the lowest compared entry with this formula, charge and spin: 2.2990 eV
electronic energy: -1153.2773 a.u.
Kohn-Sham gap: 4.5 eV
LUMO energy: -5.982 eV
E_HOMO: -10.49 eV
spin multiplicity: 1
net charge: +1

Positions of all 55 atoms, in Å:
1 C -5.85371 -0.31639 0.85891
2 N -4.81443 0.32035 1.64407
3 C -5.21529 0.58605 3.01630
4 C -3.46403 0.17966 1.28721
5 C -2.83771 1.13475 0.44883
6 C -1.48208 1.03728 0.18040
7 C -0.69975 -0.02268 0.71667
8 C 0.74530 -0.00867 0.67485
9 C 1.61510 -1.15968 0.87282
10 C 2.92213 -0.67985 1.22738
11 C 3.91545 -1.53802 1.67873
12 C 3.63534 -2.91003 1.73211
13 C 2.38467 -3.39878 1.30531
14 C 1.37524 -2.53230 0.86230
15 C 2.88322 0.76831 1.24173
16 C 1.54637 1.18264 0.91203
17 C 1.17227 2.51149 1.09713
18 C 2.13554 3.42539 1.53543
19 C 3.43761 3.00612 1.87299
20 C 3.81787 1.66285 1.73936
21 C -1.37471 -1.03429 1.44343
22 C -2.71977 -0.92562 1.74941
23 H -5.46250 -0.62933 -0.11186
24 H -6.26690 -1.19384 1.37639
25 H -6.67666 0.38912 0.70078
26 H -4.36936 0.98524 3.58203
27 H -6.02523 1.32700 3.00899
28 H -5.58673 -0.32329 3.51225
29 H -3.44345 1.96476 0.07260
30 H -1.01771 1.78906 -0.46347
31 H 4.87670 -1.12004 1.98214
32 H 4.39827 -3.59523 2.10714
33 H 2.19479 -4.47257 1.34708
34 H 0.42348 -2.91325 0.49909
35 H 0.14476 2.81160 0.91721
36 H 1.86079 4.47427 1.64555
37 H 4.15958 3.72755 2.25671
38 H 4.81109 1.30063 2.01014
39 H -0.81444 -1.88898 1.81421
40 H -3.22390 -1.68695 2.35022
41 C 0.12049 0.37695 -4.76999
42 C -0.01290 0.51775 -3.25443
43 N 1.02206 -0.18027 -2.53602
44 C 2.23124 -0.72473 -3.09820
45 C 2.20524 -0.77329 -4.62552
46 O 1.48106 0.31849 -5.17702
47 H -0.43634 -0.52058 -5.10120
48 H -0.26131 1.28690 -5.25153
49 H -0.00212 1.58934 -2.98229
50 H -0.97822 0.10000 -2.93230
51 H 1.07554 0.02916 -1.54783
52 H 3.10135 -0.13219 -2.76376
53 H 2.34411 -1.74550 -2.70574
54 H 3.22510 -0.63488 -5.00832
55 H 1.77749 -1.74143 -4.95045

Atomic forces in eV per Å
C 0.003 0.107 -0.258
N -0.202 0.571 -0.142
C 0.307 -0.194 -0.032
C 0.192 -0.411 0.095
C -0.024 -0.334 0.178
C -0.084 0.223 0.037
C 0.003 0.125 -0.446
C -0.742 -0.235 1.284
C 1.157 0.080 0.114
C -0.436 -1.521 0.205
C -0.396 0.613 -0.422
C -0.603 -0.146 -0.264
C 0.364 0.046 0.191
C 0.136 -0.045 -0.125
C -0.531 1.450 0.281
C 1.080 0.004 0.025
C 0.159 -0.057 -0.156
C 0.439 -0.039 0.210
C -0.578 0.237 -0.310
C -0.407 -0.520 -0.465
C 0.098 -0.254 0.086
C 0.070 0.372 -0.135
H -0.096 0.053 0.088
H 0.110 -0.021 -0.076
H 0.034 -0.122 -0.075
H -0.177 -0.013 -0.026
H 0.167 -0.119 0.091
H 0.064 0.110 0.051
H 0.285 -0.349 0.065
H -0.113 -0.316 0.202
H -0.226 -0.333 -0.017
H -0.312 0.140 -0.170
H 0.052 0.355 -0.086
H 0.244 -0.098 0.114
H 0.272 0.175 0.115
H 0.109 -0.305 0.033
H -0.260 -0.137 -0.124
H -0.276 0.304 0.043
H -0.145 0.315 0.079
H 0.232 0.268 -0.186
C 0.322 -0.109 0.031
C -0.015 0.489 0.412
N -0.415 -0.606 0.420
C 0.432 0.235 0.369
C -0.268 0.189 0.006
O -0.098 -0.094 0.169
H 0.277 0.285 -0.108
H -0.180 -0.490 0.061
H -0.053 -0.121 -0.198
H -0.067 0.274 -0.237
H 0.070 0.057 -0.564
H -0.076 -0.146 -0.178
H 0.317 0.087 -0.192
H -0.330 -0.413 0.053
H 0.115 0.386 -0.123